No. 1
C17H17NO6 | ωB97M-V/def2-TZVPD

CARTESIAN COORDINATES (ANGSTROEM)
C: -2.4969 1.8265 1.9562
O: -1.1333 2.0003 1.6335
C: -0.7031 1.6638 0.3897
C: -1.5117 1.1139 -0.5916
C: -1.0109 0.8206 -1.8619
C: -1.8621 0.1656 -2.8521
O: -1.5054 -0.2074 -3.9433
C: 0.3079 1.1417 -2.1719
C: 1.1213 1.6886 -1.2035
C: 0.6588 1.9133 0.0906
O: 1.5462 2.4289 0.9851
C: 1.6505 1.8158 2.2647
C: 2.8418 0.8480 2.3154
C: 2.7841 -0.1816 1.1871
O: 1.5109 -0.8010 1.2304
C: 1.0295 -1.4399 0.1603
C: 1.7750 -1.7638 -0.9764
C: 1.1880 -2.3930 -2.0556
C: -0.1600 -2.7241 -2.0459
C: -0.9160 -2.4177 -0.9374
C: -0.3374 -1.7868 0.1611
N: -1.1804 -1.4555 1.2651
O: -0.6857 -1.2052 2.3426
O: -2.3825 -1.4226 1.0537
H: -2.5941 2.1784 2.9813
H: -2.7987 0.7772 1.9060
H: -3.1372 2.4248 1.3012
H: -2.5455 0.8882 -0.3811
H: -2.9055 0.0102 -2.5124
H: 0.6755 0.9402 -3.1657
H: 2.1456 1.9501 -1.4238
H: 0.7398 1.2761 2.5236
H: 1.8046 2.6241 2.9838
H: 2.8177 0.3401 3.2790
H: 3.7783 1.3986 2.2229
H: 2.9277 0.3201 0.2242
H: 3.5721 -0.9343 1.3195
H: 2.8262 -1.5275 -1.0109
H: 1.7911 -2.6287 -2.9188
H: -0.6102 -3.2076 -2.8967
H: -1.9673 -2.6575 -0.8894

Results
**E_LUMO**: -0.4 eV
**Largest force on an atom**: 0.0238 hartree/bohr
**E**: -31676.0772 eV
**Charge**: 0
**Multiplicity**: 1
**HOMO-LUMO gap**: 8.091 eV
**Relative energy (zero: lowest compared OMol25 entry of this formula, charge and spin)**: 0.519 eV
**HOMO level**: -0.3129 hartree

=====

No. 2
C17H42Al2ClFI2KNNaO8S | ωB97M-V/def2-TZVPD

CARTESIAN COORDINATES (ANGSTROEM)
C: -0.3887 -1.0154 0.4883
C: 0.8102 -1.0898 1.4096
I: 1.9062 -2.8517 0.7744
C: 1.7552 0.1200 1.3959
Al: 1.1401 1.7917 0.5975
F: -0.1685 2.5166 1.4718
I: 0.5492 1.6386 -1.9444
H: -1.0343 -1.8715 0.6651
H: -0.0766 -1.0902 -0.5470
H: -0.9670 -0.1071 0.6586
H: 0.4884 -1.3057 2.4200
H: 2.7031 -0.1297 0.9307
H: 1.9665 0.3521 2.4400
H: 2.2830 2.9086 0.6760
C: 0.9860 0.0221 -6.1593
O: 1.6747 0.3956 -5.1707
N: -0.1795 0.5742 -6.3656
C: -1.1006 0.1561 -7.4024
C: -0.5515 1.6530 -5.4270
H: 1.2930 -0.7885 -6.8198
H: -1.3241 1.0091 -8.0583
H: -2.0227 -0.1835 -6.9241
H: -0.6869 -0.6645 -7.9887
H: 0.1794 2.4545 -5.4995
H: -0.4790 1.2081 -4.4392
H: -1.5450 2.0353 -5.6347
K: -2.2150 -0.5701 -9.8185
C: -4.5576 -1.5074 -4.9903
C: -5.2497 -2.0169 -6.3204
C: -6.1691 -3.1977 -5.9916
O: -4.2721 -2.3689 -7.1610
H: -3.9232 -2.2776 -4.5623
H: -3.9315 -0.6382 -5.2164
H: -5.3156 -1.1975 -4.2641
H: -5.8948 -1.1658 -6.6381
H: -5.5940 -4.0193 -5.5670
H: -6.6660 -3.5438 -6.8980
H: -6.9405 -2.9117 -5.2712
O: 1.2520 1.9785 6.2319
H: 0.5402 2.2654 5.6530
H: 1.7646 2.7728 6.4049
Na: -0.4839 4.3536 0.6063
O: 3.2286 -3.5664 6.6719
S: 1.9398 -3.7858 7.2552
O: 0.9158 -4.5235 6.5913
O: 1.3576 -2.4643 7.8670
C: 1.0385 -1.2520 7.1488
C: -0.2724 -1.3574 6.4066
C: 2.2324 -4.5406 8.8271
H: 1.8635 -0.9773 6.4945
H: 0.9548 -0.4864 7.9174
H: -0.2123 -2.0841 5.5996
H: -0.5255 -0.3855 5.9815
H: -1.0672 -1.6709 7.0851
H: 2.9941 -3.9740 9.3527
H: 2.5755 -5.5539 8.6310
H: 1.2994 -4.5595 9.3828
Cl: 2.1430 -2.5940 4.3168
Al: 3.2286 0.6866 -4.0944
C: -0.1187 -2.7777 -3.2924
C: -1.4851 -2.8943 -2.6056
O: -2.5285 -3.0124 -3.4203
H: -0.0965 -1.8878 -3.9297
H: 0.6844 -2.6882 -2.5577
H: 0.0805 -3.6600 -3.9029
H: -1.5826 -2.0248 -1.9095
H: -1.4276 -3.7480 -1.8796
C: 3.5712 8.1236 2.1513
C: 2.7691 7.0249 2.7999
O: 1.7003 6.6697 2.3525
C: 3.3585 6.3890 4.0315
H: 3.0418 8.4982 1.2791
H: 3.7234 8.9416 2.8563
H: 4.5459 7.7423 1.8442
H: 3.5025 7.1409 4.8085
H: 4.3247 5.9416 3.7952
H: 2.6885 5.6170 4.3999

Results
**E_LUMO**: -6.3 eV
**Largest force on an atom**: 0.0303 hartree/bohr
**E**: -112381.1318 eV
**Charge**: +1
**Multiplicity**: 1
**HOMO-LUMO gap**: 1.624 eV
**HOMO level**: -0.2929 hartree

=====

No. 3
C3H8N2 | ωB97M-V/def2-TZVPD

CARTESIAN COORDINATES (ANGSTROEM)
N: 1.0853 -0.8795 -1.5093
C: 0.6832 0.3181 -0.7489
C: 0.1473 0.0765 0.6436
C: -1.2158 -0.4338 0.7806
N: -0.9416 1.0163 0.9813
H: 1.4183 -0.5890 -2.4286
H: 1.9498 -1.2741 -1.0866
H: 1.4729 1.1338 -0.6205
H: -0.1310 0.8414 -1.3090
H: 0.8456 -0.2043 1.4664
H: -1.8168 -0.6960 -0.0947
H: -1.5379 -1.0075 1.6845
H: -0.8948 1.0733 2.0322

Results
**E_LUMO**: 1.1 eV
**Largest force on an atom**: 0.0414 hartree/bohr
**E**: -6219.4291 eV
**Charge**: 0
**Multiplicity**: 1
**HOMO-LUMO gap**: 10.542 eV
**Relative energy (zero: lowest compared OMol25 entry of this formula, charge and spin)**: 2.418 eV
**HOMO level**: -0.3466 hartree

=====

No. 4
C4H6N2S2 | ωB97M-V/def2-TZVPD

CARTESIAN COORDINATES (ANGSTROEM)
C: 2.5940 -0.2179 -0.4785
N: 1.7392 0.7166 -0.4036
N: 0.4956 0.3829 -0.0292
C: -0.1394 -0.8821 0.3321
C: -1.4261 -0.0512 0.5273
S: -2.8056 -0.4741 -0.5543
C: -0.6084 1.1615 0.1042
S: -0.9337 2.7377 -0.1400
H: 2.3805 -1.2508 -0.2314
H: 3.5905 0.0239 -0.7939
H: 0.2930 -1.3402 1.2237
H: -0.1787 -1.6299 -0.5146
H: -1.7602 0.0005 1.5992
H: -3.2407 0.8231 -0.6411

Results
**E_LUMO**: 0.0 eV
**Largest force on an atom**: 0.0268 hartree/bohr
**E**: -28893.7832 eV
**Charge**: 0
**Multiplicity**: 1
**HOMO-LUMO gap**: 8.673 eV
**Relative energy (zero: lowest compared OMol25 entry of this formula, charge and spin)**: 2.428 eV
**HOMO level**: -0.3183 hartree

=====

No. 5
C5H7NO | ωB97M-V/def2-TZVPD

CARTESIAN COORDINATES (ANGSTROEM)
C: 0.2546 -1.8531 0.6851
C: 0.4283 -1.0465 -0.5855
O: 0.8137 -1.5575 -1.6148
C: 0.0832 0.3992 -0.5500
C: -1.1300 1.1371 -0.0503
C: 0.2507 1.4938 0.3794
N: 0.9174 1.5255 -0.9204
H: -0.6937 -2.4007 0.6551
H: 0.2742 -1.2309 1.5843
H: 1.0610 -2.5895 0.7277
H: -1.6597 1.7808 -0.7580
H: -1.7689 0.6219 0.6684
H: 0.7373 1.5647 1.3419
H: 0.4318 2.1552 -1.5629

Results
**E_LUMO**: 0.9 eV
**Largest force on an atom**: 0.0108 hartree/bohr
**E**: -8833.1959 eV
**Charge**: 0
**Multiplicity**: 1
**HOMO-LUMO gap**: 10.731 eV
**Relative energy (zero: lowest compared OMol25 entry of this formula, charge and spin)**: 3.007 eV
**HOMO level**: -0.3608 hartree

=====

No. 6
C26H45F14O8P3Si | ωB97M-V/def2-TZVPD

CARTESIAN COORDINATES (ANGSTROEM)
C: -1.7373 3.6884 2.3855
C: -1.7195 2.6744 1.7634
Si: -1.8787 1.0882 0.8348
C: -3.0850 1.4292 -0.5933
C: -2.7637 0.6603 -1.8553
F: -3.6859 0.8834 -2.8637
C: -0.1688 0.5462 0.1993
C: 0.5311 -0.5573 1.0079
C: 0.1783 -1.9852 0.5495
F: -0.4064 -2.6086 1.6091
F: -0.7477 -1.9630 -0.4407
C: 1.4470 -2.7533 0.1297
F: 2.1476 -2.0819 -0.7967
F: 2.2335 -2.7749 1.2400
C: 1.2601 -4.2459 -0.2623
F: 0.7446 -4.9282 0.7704
F: 2.5124 -4.7304 -0.4328
C: 0.4920 -4.5136 -1.6010
F: 1.1991 -5.4250 -2.3088
F: 0.4090 -3.4262 -2.3763
C: -0.9352 -5.1302 -1.4425
F: -1.6336 -4.6145 -0.4253
F: -1.6098 -4.8102 -2.5696
C: -0.9628 -6.6962 -1.3708
F: -1.0091 -7.2388 -2.5803
F: -2.1192 -7.0291 -0.7647
F: 0.0243 -7.2041 -0.6406
P: -2.9423 -0.2908 2.1896
C: -3.5187 -1.8294 1.3381
C: -2.0044 -0.6592 3.7407
H: -2.0471 4.5268 2.9624
H: -3.1768 2.5011 -0.7664
H: -4.0666 1.0938 -0.2428
H: -2.6676 -0.4022 -1.6197
H: -1.7889 0.9744 -2.2384
H: 0.4735 1.4286 0.2667
H: -0.2130 0.3239 -0.8652
H: 0.3775 -0.4640 2.0785
H: 1.6018 -0.4107 0.8693
H: -3.3107 -1.8507 0.2711
H: -4.6049 -1.8428 1.4239
H: -3.1799 -2.7400 1.8279
H: -1.7173 -1.7055 3.8336
H: -2.6548 -0.4348 4.5825
H: -1.1226 -0.0292 3.8374
C: -4.0627 4.3098 -8.1171
C: -2.7629 4.7208 -8.7847
O: -1.6957 4.8231 -7.8475
P: -0.8805 3.4855 -7.3841
O: -0.4551 2.8045 -8.6297
O: 0.4952 4.1613 -6.8433
C: 1.7630 3.8040 -7.3901
C: 2.1686 4.7589 -8.4949
O: -1.4339 3.4347 -5.8477
C: -2.4040 2.4595 -5.4268
C: -2.2434 1.1109 -6.0931
H: -4.0160 3.2685 -7.7848
H: -4.8981 4.3976 -8.8129
H: -4.2629 4.9338 -7.2458
H: -2.5055 4.0272 -9.5889
H: -2.8772 5.7096 -9.2299
H: 1.7583 2.7730 -7.7418
H: 2.4856 3.8597 -6.5738
H: 1.3751 4.8751 -9.2322
H: 3.0690 4.4051 -8.9999
H: 2.3696 5.7493 -8.0831
H: -3.4087 2.8576 -5.5892
H: -2.2836 2.3459 -4.3508
H: -2.3888 1.1804 -7.1775
H: -2.9762 0.4068 -5.7007
H: -1.2427 0.7104 -5.9188
C: 4.1692 -3.0753 5.6159
C: 3.8452 -1.7106 5.0364
O: 2.7229 -1.1144 5.6806
P: 2.9135 -0.3191 7.0964
O: 4.0057 0.6585 6.8813
O: 1.5789 0.6046 7.0818
C: 1.6517 2.0280 7.1599
C: 1.6479 2.6402 5.7750
O: 2.1282 -1.4007 8.0393
C: 2.8345 -2.2733 8.9350
C: 4.0556 -1.6381 9.5652
H: 4.5735 -2.9807 6.6282
H: 4.9173 -3.5848 5.0074
H: 3.2740 -3.6956 5.6658
H: 4.7154 -1.0518 5.0888
H: 3.5768 -1.8151 3.9843
H: 2.5237 2.3460 7.7302
H: 0.7716 2.3600 7.7132
H: 2.3980 2.1821 5.1308
H: 1.8385 3.7134 5.8258
H: 0.6798 2.4832 5.2953
H: 3.1016 -3.1932 8.4080
H: 2.1267 -2.5536 9.7155
H: 4.8023 -1.3706 8.8089
H: 4.5236 -2.3282 10.2666
H: 3.7839 -0.7262 10.0996

Results
**E_LUMO**: 0.4 eV
**Largest force on an atom**: 0.1195 hartree/bohr
**E**: -117862.4637 eV
**Charge**: 0
**Multiplicity**: 1
**HOMO-LUMO gap**: 8.280 eV
**HOMO level**: -0.2885 hartree

=====

No. 7
C2Cl2O3 | ωB97M-V/def2-TZVPD

CARTESIAN COORDINATES (ANGSTROEM)
C: 0.2711 -0.6376 0.4597
C: 0.3710 0.9862 -0.9866
O: 1.2086 -1.2531 0.2589
O: 0.0004 2.0606 -0.7790
O: -0.7243 -0.1806 0.7263
Cl: 0.4969 0.1039 -2.4751
Cl: -1.6237 -1.0794 2.7957

Results
**E_LUMO (spin up / spin down)**: -2.0 / -3.3 eV
**Largest force on an atom**: 0.1027 hartree/bohr
**E**: -33257.8754 eV
**Charge**: 0
**Multiplicity**: 1
**HOMO-LUMO gap (spin up / spin down)**: 9.898 / 6.386 eV
**Relative energy (zero: lowest compared OMol25 entry of this formula, charge and spin)**: 2.457 eV
**HOMO level (spin up / spin down)**: -0.4378 / -0.3572 hartree

=====

No. 8
C4H10NO | ωB97M-V/def2-TZVPD

CARTESIAN COORDINATES (ANGSTROEM)
N: 1.5640 -1.1201 -2.4964
C: 1.2561 -0.4981 -1.1789
O: 0.0470 -0.7988 -0.6705
H: 0.7773 -0.9082 -3.1017
H: 1.4552 -2.1166 -2.3232
H: 2.0809 -0.8133 -0.5160
H: 1.3900 0.6115 -1.3138
C: -0.5428 1.6477 0.7416
C: -1.0810 1.0240 1.9923
C: -1.5280 -0.2301 2.0336
H: 0.5339 1.7984 0.8308
H: -0.7414 0.9797 -0.1121
H: -0.9976 2.6235 0.5217
H: -1.0939 1.6393 2.8911
H: -1.9019 -0.6550 2.9601
H: -1.4158 -0.8606 1.1576

Results
**E_LUMO**: 4.3 eV
**Largest force on an atom**: 0.0219 hartree/bohr
**E**: -7846.8043 eV
**Charge**: -1
**Multiplicity**: 1
**HOMO-LUMO gap**: 6.886 eV
**Relative energy (zero: lowest compared OMol25 entry of this formula, charge and spin)**: 0.732 eV
**HOMO level**: -0.0967 hartree